No. 1
A cluster of 2 separate species, C8H17N7 in total. Source: OMol25; level of theory: ωB97M-V with the def2-TZVPD basis set.

Properties
Net charge = +2
Energy = -18981.865 eV
Strongest force on any atom = 0.106 hartree/bohr

Structure (XYZ):
```
32
C8H17N7 (ωB97M-V with the def2-TZVPD basis set)
C 0.126 1.241 -1.541
H -2.165 -3.486 3.141
H -1.808 0.554 3.258
H 2.636 -0.509 -2.867
N 1.210 1.038 -3.640
C -0.285 0.214 1.839
C 2.173 0.537 -2.608
C -2.312 -2.477 2.976
H 0.700 0.290 -4.118
N -1.496 -3.221 0.985
H -1.949 -1.790 3.678
C 1.365 0.643 -1.378
N 1.467 0.189 -0.074
C 0.211 0.444 0.477
H -2.243 1.742 0.765
N -0.575 1.103 -0.401
N -1.665 -2.195 1.672
H 1.635 1.617 -4.331
H 3.032 1.370 -2.712
C 2.698 -0.396 0.533
H 0.376 2.874 -3.088
H 3.279 -1.065 -0.185
N -2.440 1.258 1.576
H 3.435 0.521 0.841
H -0.844 1.709 -3.356
H -3.361 -2.299 2.910
H -3.308 1.577 2.186
H 0.358 -0.157 2.501
N -1.423 0.627 2.318
C 0.080 1.838 -2.892
H 2.397 -0.788 1.522
H -1.305 -3.003 0.013
```

How is the electron density shared among the atoms? According to Mulliken, the charges in e are: 0.469, 0.417, 0.339, 0.419, -0.123, -0.917, -0.654, -0.879, 0.363, -0.786, 0.270, 0.155, 0.079, 0.820, 0.267, -0.598, 0.473, 0.358, 0.271, -0.741, 0.302, 0.311, -0.509, 0.342, 0.427, 0.331, 0.300, 0.486, 0.248, -0.734, 0.276, 0.218



No. 2
A cluster of 2 separate species, C8H17NO3S in total. Source: OMol25; level of theory: ωB97M-V with the def2-TZVPD basis set.

Properties
Energy = -27035.837 eV
Strongest force on any atom = 0.106 hartree/bohr

Structure (XYZ):
```
30
C8H17NO3S (ωB97M-V with the def2-TZVPD basis set)
H 2.614 0.291 1.346
H 3.721 0.240 -0.068
H -2.528 -1.309 1.726
C -2.778 -0.430 1.196
O 1.134 1.545 -1.805
H 1.664 -0.915 -1.301
O 1.965 2.975 0.857
H 3.402 -2.388 0.302
H -2.681 0.472 1.667
H 2.208 3.888 0.969
O 0.282 1.393 1.905
H -1.799 -1.736 -1.733
H -3.861 -0.584 1.177
H -2.206 -2.447 -0.219
H 4.278 -1.494 1.660
C -1.927 1.043 -2.221
H -1.541 0.273 -2.900
H -3.408 -1.740 -1.220
H -2.505 1.576 -0.199
C -2.456 -1.577 -0.770
C 2.885 -0.208 0.436
H 0.883 -0.917 0.261
C 1.592 -0.349 -0.294
S 0.455 2.253 0.744
H -1.895 2.056 -2.580
N -2.123 -0.353 -0.144
C 3.305 -1.541 1.066
C 1.055 1.032 -0.732
H 2.430 -1.866 1.755
C -2.165 0.817 -0.880
```

How is the electron density shared among the atoms? According to Mulliken, the charges in e are: 0.238, 0.409, 0.367, -1.224, -0.502, 0.391, -0.504, 0.275, 0.364, 0.317, -0.531, 0.268, 0.428, 0.407, 0.344, -0.999, 0.261, 0.428, 0.365, -1.337, -0.195, 0.284, -0.643, 0.522, 0.291, 0.535, -1.226, 0.536, 0.278, -0.144



No. 3
A structure of composition C8H17O7PSSn. Source: OMol25; level of theory: ωB97M-V with the def2-TZVPD basis set.

Properties
Net charge = +2
Energy = -48841.146 eV
Strongest force on any atom = 0.037 hartree/bohr

Structure (XYZ):
```
35
C8H17O7PSSn (ωB97M-V with the def2-TZVPD basis set)
H -1.782 -0.129 0.373
Sn 1.446 1.541 -2.222
H 4.427 -0.221 -1.622
C 3.878 -0.381 -0.696
H -1.416 3.655 0.252
H 0.359 2.916 1.545
O -5.508 -1.376 0.789
H 0.616 -0.608 -2.200
H 3.838 -1.455 -0.521
C -1.151 -1.347 -1.293
H 3.974 1.389 0.553
H -1.997 2.016 -0.121
O -3.371 -1.060 -0.440
P 1.214 -0.106 0.018
S -4.151 -1.073 0.989
O -3.692 0.088 1.684
C -1.980 -2.211 1.072
H -0.769 -2.365 -1.385
H -1.782 -1.175 -2.166
O 1.204 -1.093 1.073
C -1.111 2.643 -0.005
H 5.518 0.559 0.288
H -0.456 0.680 -1.462
C 4.451 0.412 0.457
O 1.075 1.463 0.306
H -0.506 1.397 1.703
H -1.707 -3.183 0.663
C 0.001 -0.326 -1.320
H -1.332 -1.947 1.905
H 4.340 -0.122 1.401
O -3.353 -2.335 1.493
C -0.087 2.101 0.982
H -0.642 2.734 -1.004
C -2.000 -1.121 -0.041
O 2.456 0.041 -1.046
```

How is the electron density shared among the atoms? According to Mulliken, the charges in e are: -0.314, 1.152, 0.355, -0.229, 0.399, 0.453, -0.528, 0.548, 0.306, -1.236, 0.286, 0.246, -0.532, 0.686, 1.171, -0.533, -0.281, 0.529, 0.373, -0.698, -0.710, 0.365, 0.199, -1.026, -0.330, 0.345, 0.346, -0.020, 0.255, 0.365, -0.310, -0.162, 0.106, 0.698, -0.273



No. 4
The ion C8H18BFN3O4 with charge +1. Source: OMol25; level of theory: ωB97M-V with the def2-TZVPD basis set.

Properties
Net charge = +1
Energy = -24634.953 eV
SMILES = COB(O)[C@H]1O[C@H](CCO)NC(N)=[N+]1CCF
Strongest force on any atom = 0.092 hartree/bohr

Structure (XYZ):
```
35
C8H18BFN3O4 (ωB97M-V with the def2-TZVPD basis set)
H 1.581 -0.106 2.297
N 1.403 -1.030 0.417
C -3.328 1.297 -0.407
H 1.345 3.236 1.509
H 2.561 -2.650 1.148
H -0.805 1.542 -0.161
C 0.614 -3.502 0.587
H 1.220 -2.230 2.263
C 1.477 -2.321 1.170
H -2.831 -0.550 0.745
H 2.627 3.626 -0.827
O -0.268 0.346 1.535
C 1.124 0.143 1.290
H -2.654 1.756 -1.191
O -4.228 0.391 -1.096
H 0.933 -3.760 -0.459
H -3.921 2.114 0.091
O 2.434 1.542 -0.513
H 2.016 2.649 -2.269
H 1.771 -1.326 -2.362
H 0.305 -2.314 -2.288
C -2.534 0.540 0.741
H -0.491 -3.321 0.686
H -2.622 1.020 1.749
B 1.908 1.504 0.806
O 1.986 2.547 1.765
H -0.914 -0.156 -1.621
C 0.529 -1.076 -0.698
F 0.876 -4.669 1.348
H 0.884 2.988 -0.843
C -0.979 0.544 0.335
C 1.956 2.776 -1.150
N 0.914 -1.598 -1.886
H -4.093 0.587 -2.036
N -0.796 -0.540 -0.674
```

How is the electron density shared among the atoms? According to Mulliken, the charges in e are: 0.470, 0.416, -0.514, 0.333, 0.316, 0.058, -0.149, 0.362, -0.489, 0.263, 0.270, -0.384, -0.559, 0.370, -0.506, 0.191, 0.282, -0.424, 0.230, 0.248, 0.278, -0.629, 0.246, 0.392, 0.504, -0.506, 0.334, -0.097, -0.306, 0.261, 0.499, -0.642, -0.362, 0.310, -0.064



No. 5
A cluster of 2 separate species, C8H18BrN in total. Source: OMol25; level of theory: ωB97M-V with the def2-TZVPD basis set.

Properties
Energy = -80117.817 eV
Strongest force on any atom = 0.068 hartree/bohr

Structure (XYZ):
```
28
C8H18BrN (ωB97M-V with the def2-TZVPD basis set)
H 0.211 -0.550 -2.083
H 1.744 -1.113 1.709
H -1.705 0.926 2.588
H -2.705 -1.185 -1.162
H 3.346 0.729 0.754
N -0.766 0.478 0.544
H 3.026 0.097 -0.798
C 1.648 -0.595 0.755
H 1.333 -1.319 0.003
H -1.914 1.446 -1.077
C -1.632 -1.306 -1.013
H 3.899 -0.935 0.377
C 3.100 -0.204 0.247
H -1.277 2.282 1.386
H 1.103 1.527 0.741
H -1.153 -2.216 -1.374
C -0.894 1.078 -0.959
Br 2.452 -1.550 -3.683
H 0.614 0.734 2.177
C 0.689 0.585 1.100
C -1.453 -0.976 0.497
H -0.059 1.769 -1.066
H -2.401 -0.754 0.989
H -1.163 0.272 -2.696
C -1.681 1.285 1.559
C -0.775 -0.191 -1.789
H -2.722 1.423 1.268
H -0.862 -1.737 1.007
```

How is the electron density shared among the atoms? According to Mulliken, the charges in e are: -0.018, 0.364, 0.411, 0.303, 0.371, 0.133, 0.310, -0.323, 0.303, 0.391, -0.522, 0.337, -1.332, 0.477, 0.452, 0.406, -0.502, -0.880, 0.329, -0.666, -0.587, 0.316, 0.384, 0.403, -1.219, -0.339, 0.426, 0.270



No. 6
A cluster of 2 separate species, C8H18BrO5S in total. Source: OMol25; level of theory: ωB97M-V with the def2-TZVPD basis set.

Properties
Net charge = -1
Energy = -99700.911 eV
Strongest force on any atom = 0.013 hartree/bohr

Structure (XYZ):
```
33
C8H18BrO5S (ωB97M-V with the def2-TZVPD basis set)
H -2.088 3.231 3.860
H 4.880 0.547 1.258
H -4.770 0.056 -0.024
C -3.965 -0.239 -0.695
O 2.595 -1.678 -1.911
O 0.516 -1.479 -0.956
C -2.926 -1.010 0.105
H 3.795 -1.323 0.333
O -1.721 -1.081 -0.675
C 1.579 -2.387 -1.293
C 4.242 0.775 0.407
H 2.010 0.276 -1.517
C -1.172 3.148 3.197
H -2.740 -0.504 1.052
H 3.695 1.685 0.648
H -3.301 -2.012 0.316
H 3.670 0.011 -1.989
H 1.205 -3.118 -2.002
C 2.864 -0.385 -1.373
H 2.414 -0.302 0.723
S -0.667 -2.135 -0.065
H -4.396 -0.892 -1.457
H 4.897 1.004 -0.434
C 3.295 -0.385 0.090
H -0.949 4.233 2.960
H -2.520 0.818 -1.932
C -3.415 1.011 -1.355
H -4.161 1.430 -2.026
Br -2.967 2.318 0.009
O -0.157 2.426 3.682
H -1.610 2.767 2.226
H 1.940 -2.870 -0.379
O -0.976 -3.431 -0.626
```

How is the electron density shared among the atoms? According to Mulliken, the charges in e are: 0.135, 0.337, 0.341, -0.813, -0.478, -0.200, -0.567, 0.268, -0.156, -0.413, -1.279, 0.262, -0.037, 0.456, 0.331, 0.427, 0.450, 0.327, -0.423, 0.207, 0.567, 0.353, 0.345, -0.168, 0.150, 0.342, -0.571, 0.368, -0.167, -0.868, -0.336, 0.402, -0.593